The following is a DFT calculation (wB97M-V/def2-TZVPD) of C27H33BrIrN3O2Se2 as an isolated structure.

The calculation puts the relative energy (zero: lowest compared OMol25 entry of this formula, charge and spin) at 0.490 eV. The net charge is +2. The value obtained for the total energy is -240657.733 eV.

Positions of all 69 atoms, in Å:
Ir -0.073 0.071 -0.121
C 3.498 -0.037 0.945
Se 2.283 -0.006 -0.576
C 2.637 1.778 -1.294
C 1.889 2.889 -0.595
Se -0.013 2.450 -0.493
C -0.572 3.552 1.002
H 4.455 -0.366 0.550
H 3.103 -0.748 1.666
H 3.576 0.947 1.398
H 2.383 1.708 -2.351
H 3.715 1.923 -1.220
H 1.950 3.807 -1.180
H 2.267 3.097 0.404
H -0.371 4.587 0.735
H -0.059 3.256 1.910
H -1.644 3.400 1.102
C -3.154 0.888 -0.644
O -2.152 -0.158 -0.556
C -2.618 -1.483 -0.629
C -3.952 -1.805 -0.659
C -4.294 -3.161 -0.694
Br -6.111 -3.622 -0.761
C -3.333 -4.147 -0.644
C -1.972 -3.816 -0.562
C -1.646 -2.475 -0.611
O -0.282 -2.041 -0.552
C -1.021 -4.921 -0.389
N -1.389 -6.161 -0.534
C -0.272 -6.919 -0.250
C -0.115 -8.308 -0.248
C 1.121 -8.804 0.097
C 2.188 -7.952 0.437
C 2.053 -6.580 0.439
C 0.801 -6.086 0.082
N 0.301 -4.799 -0.021
H -3.798 0.688 -1.496
H -2.611 1.812 -0.814
H -3.718 0.931 0.285
H -4.735 -1.062 -0.645
H -3.599 -5.194 -0.631
H 0.137 -2.281 -1.397
H -0.941 -8.956 -0.506
H 1.283 -9.873 0.111
H 3.141 -8.390 0.703
H 2.880 -5.932 0.699
H 0.804 -3.964 0.211
C -1.182 -3.774 3.923
N -1.945 -2.734 3.261
C -3.008 -2.126 4.035
C -1.255 -1.906 2.318
C -0.321 -0.798 2.790
C -0.067 -0.648 4.154
C 0.751 0.342 4.663
C 1.350 1.230 3.789
C 1.112 1.101 2.429
C 0.285 0.108 1.911
H -1.871 -4.519 4.320
H -0.549 -3.433 4.752
H -0.542 -4.275 3.193
H -3.649 -2.913 4.432
H -3.619 -1.499 3.382
H -2.677 -1.510 4.881
H -2.018 -1.432 1.691
H -0.671 -2.578 1.688
H -0.540 -1.339 4.834
H 0.918 0.415 5.728
H 1.999 2.017 4.151
H 1.614 1.790 1.771

The following is a DFT calculation (wB97M-V/def2-TZVPD) of C16H12IN2O6Pt as an isolated structure.

The calculation puts the relative energy (zero: lowest compared OMol25 entry of this formula, charge and spin) at 0.000 eV. The net charge is +1. The value obtained for the total energy is -43394.087 eV.

Positions of all 38 atoms, in Å:
Pt -0.193 -1.543 -0.109
O -2.600 2.018 -0.896
C -1.978 1.032 -1.545
O -1.050 1.135 -2.283
C -2.718 -0.271 -1.348
C -4.070 -0.308 -1.697
C -4.746 -1.505 -1.706
C -4.061 -2.652 -1.310
C -2.749 -2.536 -0.920
N -2.066 -1.362 -0.951
C -1.977 -3.667 -0.305
O -2.423 -4.891 -0.316
O -0.922 -3.430 0.277
H -2.131 2.847 -1.086
H -4.553 0.618 -1.975
H -5.784 -1.556 -2.000
H -4.579 -3.601 -1.277
H -3.239 -5.001 -0.822
I 4.951 5.558 1.192
C 3.523 4.071 0.920
C 2.322 4.138 1.617
C 1.376 3.143 1.441
C 1.625 2.090 0.567
C 2.824 2.038 -0.134
C 3.781 3.024 0.045
C 0.598 1.017 0.428
O -0.321 0.933 1.233
O 0.771 0.153 -0.541
H 2.131 4.959 2.294
H 0.443 3.164 1.987
H 3.001 1.225 -0.826
H 4.717 2.984 -0.495
C 3.784 -2.390 1.977
C 2.505 -2.144 1.334
N 1.507 -1.946 0.822
H 4.524 -1.707 1.564
H 4.089 -3.418 1.794
H 3.685 -2.219 3.048

The following is a DFT calculation (wB97M-V/def2-TZVPD) of an isolated ion of composition C2H7N4 and charge +1 at a distorted geometry.

The calculation puts the relative energy (zero: lowest compared OMol25 entry of this formula, charge and spin) at 3.410 eV. The net charge is +1. The value obtained for the total energy is -8138.837 eV. The SMILES is NC1=N[NH2+]CN1.

Positions of all 13 atoms, in Å:
N 2.257 -0.193 -0.011
C 0.955 -0.086 0.185
N 0.053 0.192 1.420
N -1.253 -0.023 0.923
C -1.187 0.240 -0.614
N 0.124 -0.292 -0.894
H 2.788 -0.487 0.777
H 2.792 0.025 -0.830
H -2.035 0.596 1.265
H -1.432 -0.950 1.161
H -1.367 1.276 -0.654
H -2.114 -0.288 -0.911
H 0.420 -0.009 -1.818

The following is a DFT calculation (wB97M-V/def2-TZVPD) of C3H2AgO3 as an isolated structure at a distorted geometry.

The calculation puts the relative energy (zero: lowest compared OMol25 entry of this formula, charge and spin) at 2.946 eV. The net charge is +1. The value obtained for the total energy is -13272.575 eV.

Positions of all 9 atoms, in Å:
C 1.127 -1.875 -1.572
C 0.153 -1.616 -0.845
O -0.387 -0.685 -0.158
C 0.502 0.656 0.308
O 1.581 0.824 -0.317
O 0.214 0.816 1.459
H 1.776 -2.668 -1.914
Ag -1.268 -0.552 2.626
H 1.803 -0.089 -1.073

The following is a DFT calculation (wB97M-V/def2-TZVPD) of a 8-piece molecular cluster, C16H47NO17S4 overall at a distorted geometry.

The calculation puts the relative energy (zero: lowest compared OMol25 entry of this formula, charge and spin) at 0.000 eV. The net charge is -1. The value obtained for the total energy is -96984.771 eV. As for the expectation value of S²: 0.7536. As for the spin multiplicity: 2.

Positions of all 85 atoms, in Å:
C -0.877 2.362 -1.846
O -0.844 1.510 -0.717
H -1.628 2.083 -2.585
H -1.060 3.343 -1.408
H 0.148 2.301 -2.213
H -1.645 1.532 -0.188
C -3.797 1.483 1.913
O -2.843 2.071 1.189
H -3.418 1.165 2.884
H -4.598 2.205 2.071
H -4.119 0.609 1.347
H -2.628 2.941 1.534
C 0.948 -0.167 1.506
O -0.430 -0.437 1.191
H 0.971 0.606 2.274
H 1.398 -1.122 1.780
H 1.398 0.227 0.595
H -0.654 0.231 0.539
O 1.301 -0.909 8.025
S 1.451 -1.224 6.609
O 2.401 -2.221 6.068
O -0.039 -1.697 6.077
C -0.130 -2.116 4.740
C -1.613 -2.425 4.546
C 1.557 0.349 5.650
H 0.416 -3.024 4.483
H 0.253 -1.385 4.028
H -2.290 -1.590 4.727
H -2.023 -3.303 5.046
H -1.760 -2.743 3.515
H 2.322 0.948 6.143
H 0.687 1.005 5.701
H 1.782 0.206 4.594
O 2.995 2.511 -2.479
S 3.576 3.158 -1.307
O 4.422 2.439 -0.398
O 4.335 4.499 -1.892
C 5.550 4.845 -1.282
C 6.724 3.947 -1.767
C 2.196 3.955 -0.368
H 5.282 4.973 -0.234
H 5.771 5.874 -1.565
H 7.572 3.966 -1.083
H 7.127 4.346 -2.697
H 6.360 2.926 -1.880
H 2.851 4.455 0.346
H 1.613 3.153 0.086
H 1.771 4.617 -1.122
O 1.704 -5.257 -4.655
S 0.718 -5.566 -3.649
O 0.729 -6.877 -2.978
O 0.731 -4.371 -2.517
C 0.746 -3.037 -2.923
C 0.748 -1.934 -1.895
C -0.969 -5.279 -4.360
H -0.153 -2.910 -3.525
H 1.629 -2.733 -3.487
H 0.962 -0.926 -2.253
H 1.570 -2.109 -1.201
H -0.204 -2.020 -1.372
H -1.191 -4.243 -4.620
H -1.716 -5.670 -3.670
H -0.826 -5.884 -5.255
O -4.762 -3.392 -0.949
S -4.177 -2.774 -2.124
O -3.148 -3.510 -2.835
O -5.339 -2.133 -3.104
C -5.104 -1.765 -4.450
C -5.019 -3.096 -5.148
C -3.481 -1.164 -1.610
H -4.135 -1.264 -4.444
H -5.920 -1.103 -4.740
H -3.978 -3.408 -5.234
H -5.393 -3.003 -6.168
H -5.528 -3.951 -4.702
H -3.038 -0.550 -2.395
H -2.815 -1.175 -0.747
H -4.314 -0.690 -1.091
C 2.041 4.819 3.807
N 1.525 3.412 3.579
O 2.415 2.548 3.536
O 0.324 3.183 3.435
H 1.249 5.516 4.080
H 2.545 5.185 2.912
H 2.793 4.651 4.577

The following is a DFT calculation (wB97M-V/def2-TZVPD) of Ag2Cl5N4O16PSn4 as an isolated structure at a distorted geometry.

The net charge is -2. The value obtained for the total energy is -141927.918 eV.

Positions of all 32 atoms, in Å:
Ag 1.869 -1.947 0.730
Ag -0.932 -1.366 3.836
Sn 2.409 1.558 -2.740
Sn 2.349 2.595 2.574
Sn -2.062 -2.216 -0.903
Sn -2.913 2.554 1.304
Cl -0.546 -3.892 1.776
Cl -0.692 1.616 4.061
Cl -0.333 -0.590 -4.150
Cl 1.935 -1.776 4.459
Cl 0.047 0.025 0.554
P 4.002 0.252 0.111
O 5.362 -0.389 0.045
O 3.024 -0.447 -0.868
O 4.346 1.623 -0.373
O 3.406 0.029 1.537
N -3.227 1.463 -2.829
O -3.080 1.199 -1.617
O -3.527 0.419 -3.357
O -3.052 2.433 -3.459
N -3.939 -0.970 2.463
O -3.843 -0.288 3.469
O -3.528 -0.420 1.408
O -4.203 -2.139 2.543
N 0.411 3.989 -0.415
O -0.198 3.936 0.676
O -0.142 3.948 -1.495
O 1.699 4.006 -0.478
N 1.327 -3.759 -2.236
O 1.431 -3.766 -3.437
O 1.886 -4.672 -1.670
O 0.714 -3.007 -1.517

The following is a DFT calculation (wB97M-V/def2-TZVPD) of a 2-piece molecular cluster, C3H11NO overall at a distorted geometry.

The calculation puts the relative energy (zero: lowest compared OMol25 entry of this formula, charge and spin) at 0.000 eV. The net charge is -1. The value obtained for the total energy is -6825.597 eV. As for the expectation value of S²: 0.7505. As for the spin multiplicity: 2.

Positions of all 16 atoms, in Å:
C 0.733 0.388 -1.233
C -0.339 -0.509 -0.585
C -1.690 0.119 -0.278
N 0.761 1.728 -0.687
H 0.656 0.305 -2.316
H 1.700 -0.046 -0.960
H -0.006 -0.874 0.394
H -0.471 -1.438 -1.156
H -2.454 -0.645 -0.117
H -2.070 0.834 -1.021
H -1.674 0.715 0.643
H 1.103 1.746 0.260
H -0.100 2.246 -0.729
H 0.914 -2.173 2.328
H 1.281 -0.752 2.783
O 1.655 -1.644 2.673